DFT (ωB97M-V/def2-TZVPD) results for C19H19F3IrN4O7 as an isolated structure.

- highest occupied orbital energy (alpha / beta) (eV) = -7.78 / -8.14
- energy above the lowest of the compared OMol25 structures with the same formula, charge and spin (kcal/mol) = 1.15
- expectation value of S² = 0.76
- charge = 0
- LUMO level (alpha / beta) (eV) = -0.226 / -1.348
- 2S+1 = 2

Last column: Mulliken spin population.
Positions of all 53 atoms, in Å:
Ir (-0.08349, -0.04495, -0.18441)  0.3634
C (0.47899, -2.23780, 0.06713)  0.1688
C (-0.88667, -1.99428, 0.44663)  0.1176
C (-1.59679, -1.66888, -0.73922)  -0.0345
C (-0.73658, -1.91025, -1.86923)  0.2646
C (0.57396, -2.05089, -1.34370)  0.0036
C (1.84555, -2.13942, -2.12442)  0.0105
C (-1.14093, -1.78175, -3.29159)  0.0185
C (-3.05390, -1.34904, -0.80976)  0.0068
C (-1.49321, -2.12665, 1.80690)  -0.0024
C (1.59492, -2.65385, 0.96179)  -0.0005
H (2.58724, -1.44861, -1.72156)  -0.0025
H (1.68793, -1.87971, -3.16842)  0.0006
H (2.26444, -3.14651, -2.08042)  -0.0024
H (-1.55160, -0.78955, -3.49065)  0.0139
H (-1.91761, -2.51166, -3.53221)  0.0154
H (-0.30526, -1.94605, -3.96792)  0.0023
H (-3.27434, -0.74407, -1.68838)  0.0040
H (-3.36944, -0.79002, 0.06963)  -0.0015
H (-3.64724, -2.26471, -0.86632)  -0.0052
H (-2.10035, -1.25331, 2.04378)  0.0019
H (-0.72780, -2.21068, 2.57336)  0.0013
H (-2.13271, -3.01096, 1.84944)  0.0027
H (2.54954, -2.27058, 0.60101)  0.0020
H (1.66332, -3.74469, 0.98446)  0.0063
H (1.44355, -2.29933, 1.97782)  0.0016
O (4.36415, 2.41738, 3.22752)  -0.0004
C (3.53124, 1.89981, 2.54593)  -0.0003
C (3.27941, 2.14065, 1.04952)  0.0022
O (3.84066, 2.92862, 0.32068)  -0.0001
C (2.18832, 1.24372, 0.71918)  -0.0021
C (1.66322, 0.61690, 1.81419)  -0.0059
O (0.57406, -0.10315, 1.72360)  -0.0074
C (2.45009, 0.90384, 3.02330)  0.0024
O (2.31653, 0.46608, 4.13574)  0.0000
O (1.63700, 1.07541, -0.46872)  -0.0131
N (0.85763, 4.96693, -3.49951)  0.0006
C (0.77581, 3.80077, -2.83785)  0.0000
N (1.71162, 3.47291, -1.96371)  0.0007
N (-0.27248, 3.02663, -3.15460)  0.0037
C (-0.40924, 1.91674, -2.51543)  0.0434
N (-0.56437, 0.90219, -1.97086)  0.0049
H (1.54560, 5.65607, -3.25899)  0.0000
H (0.08181, 5.22956, -4.07979)  0.0001
H (2.45556, 4.10104, -1.70745)  -0.0002
H (1.65791, 2.60913, -1.41214)  0.0001
F (-2.22400, 4.40046, 1.89042)  0.0002
C (-2.44552, 3.13720, 1.53759)  0.0015
F (-2.85510, 2.47114, 2.62581)  0.0001
F (-3.45735, 3.13221, 0.65398)  -0.0001
C (-1.17650, 2.47658, 0.92596)  0.0015
O (-0.14971, 3.10411, 0.82828)  0.0008
O (-1.45048, 1.26988, 0.58570)  0.0108



DFT (ωB97M-V/def2-TZVPD) results for C19H19HgN3O7SeTe as an isolated structure.

- highest occupied orbital energy (alpha / beta) (eV) = -4.56 / -4.57
- energy above the lowest of the compared OMol25 structures with the same formula, charge and spin (kcal/mol) = 7.76
- expectation value of S² = 0.76
- charge = -1
- LUMO level (alpha / beta) (eV) = 2.506 / 1.707
- 2S+1 = 2

Last column: Mulliken spin population.
Positions of all 51 atoms, in Å:
Hg (-1.00105, -0.68608, 0.60938)  -0.0028
O (-2.21416, -3.14871, -3.28822)  0.0000
C (-1.98987, -2.91707, -1.98330)  0.0007
O (-2.82363, -2.46196, -1.24551)  -0.0006
C (-0.62616, -3.36335, -1.55572)  0.0011
C (-0.06367, -4.49770, -2.10504)  -0.0007
C (1.16070, -4.92651, -1.60158)  -0.0016
C (1.76546, -4.19798, -0.60117)  0.0032
C (1.12998, -3.05254, -0.12270)  0.0095
N (-0.04583, -2.65822, -0.58428)  0.0036
C (1.75397, -2.17123, 0.95950)  -0.0183
O (2.54632, -3.03683, 1.74703)  0.0001
O (0.91960, -1.43094, 1.62316)  0.0104
H (-3.06867, -2.73832, -3.48907)  0.0000
H (-0.57479, -5.02503, -2.89691)  -0.0001
H (1.63078, -5.81939, -1.99366)  0.0001
H (2.71711, -4.48122, -0.17740)  -0.0005
H (2.81904, -2.48917, 2.49282)  0.0079
N (-4.86723, -2.95277, 2.00731)  0.0000
C (-3.73110, -2.18941, 1.87769)  0.0001
O (-2.65080, -2.61391, 2.23024)  -0.0012
C (-3.97302, -0.81492, 1.28427)  0.0037
C (-2.80518, 0.14966, 1.36560)  0.0037
H (-4.73121, -3.92940, 2.20443)  0.0000
H (-5.70165, -2.68176, 1.51870)  0.0001
H (-4.86879, -0.40877, 1.77372)  0.0002
H (-4.24032, -0.97970, 0.23711)  -0.0001
H (-2.62251, 0.48879, 2.38494)  0.0034
H (-3.01380, 1.01458, 0.73754)  -0.0011
O (2.33328, -0.12952, -0.12705)  0.3521
O (2.80575, -1.36177, 0.26736)  0.0803
C (1.64304, 3.31544, 2.20747)  0.0765
Te (1.45170, 1.26594, 1.38561)  0.4472
C (1.29448, 2.38749, -0.41922)  0.0137
C (1.88756, 3.74903, -0.21178)  0.0463
C (2.23340, 4.55406, -1.29334)  0.0023
C (2.83393, 5.78554, -1.08034)  0.0022
C (3.09149, 6.21946, 0.21467)  -0.0011
C (2.72538, 5.42945, 1.29395)  -0.0086
C (2.10786, 4.19753, 1.09150)  -0.0508
H (2.27240, 3.36244, 3.09521)  0.0035
H (0.61599, 3.55715, 2.49762)  0.0231
H (0.24034, 2.42942, -0.69259)  -0.0065
H (1.80118, 1.82429, -1.20010)  -0.0003
H (2.02530, 4.20133, -2.29711)  -0.0006
H (3.11081, 6.40328, -1.92591)  0.0002
H (3.57437, 7.17473, 0.38254)  0.0001
H (2.91258, 5.77147, 2.30589)  0.0007
Se (-1.43382, 0.07990, -2.32517)  -0.0011
C (-0.47679, 1.46396, -3.05389)  0.0000
N (0.12028, 2.33922, -3.52416)  -0.0001



DFT (ωB97M-V/def2-TZVPD) results for C19H19N2O3 as an isolated structure.

- highest occupied orbital energy (eV) = -11.75
- charge = +1
- LUMO level (eV) = -4.631

Last column: Mulliken charge in e.
Positions of all 43 atoms, in Å:
C (-2.19221, 3.65174, -4.95544)  -0.7690
O (-2.92053, 2.53881, -4.35930)  -0.4084
C (-2.25727, 1.62580, -3.57993)  0.7215
C (-3.09720, 0.68632, -2.91584)  -0.6388
C (-2.57179, -0.28486, -2.07168)  -0.0872
C (-1.16167, -0.35403, -1.87173)  0.4181
C (-0.42088, -1.22218, -0.91573)  -1.0361
O (0.81191, -1.59030, -1.34374)  -0.3294
C (1.10119, -2.99800, -1.31486)  -0.6769
C (-0.32377, 0.50199, -2.60924)  -0.5942
C (-0.84072, 1.54435, -3.40701)  -0.6260
H (-2.96089, 4.37774, -5.24470)  0.2434
H (-1.48260, 4.07075, -4.23255)  0.3259
H (-1.65475, 3.27521, -5.83646)  0.3350
H (-4.17111, 0.80755, -3.14247)  0.4135
H (-3.28841, -0.99889, -1.62860)  0.5196
H (-0.92890, -2.05546, -0.41125)  0.9267
H (2.14993, -3.14636, -1.60453)  0.2575
H (0.89079, -3.41743, -0.32610)  0.2721
H (0.41316, -3.46134, -2.02567)  0.3215
H (0.76738, 0.26868, -2.59425)  0.4329
H (-0.15221, 2.22373, -3.93482)  0.4071
O (-0.19227, -2.62862, 1.72790)  -0.6594
C (0.29649, -1.48681, 1.87440)  0.1587
C (1.29742, -1.16021, 2.95647)  0.2129
C (1.70372, 0.15817, 3.21612)  1.1422
C (2.40450, 0.48234, 4.40014)  -0.7791
C (2.85183, -0.52798, 5.24426)  -0.4077
C (2.51435, -1.85716, 4.95900)  -0.6276
C (1.70935, -2.15753, 3.85997)  -0.7616
C (1.22822, 1.26005, 2.31860)  -1.1952
C (0.62102, 0.88213, 0.95546)  -1.1601
C (-0.19277, -0.39180, 0.91807)  1.2180
N (-1.56759, -0.21161, 1.15782)  0.6895
N (-2.64668, -0.02401, 0.80745)  -0.7157
H (2.61712, 1.52894, 4.63434)  0.4070
H (3.44875, -0.27759, 6.12572)  0.3937
H (2.84855, -2.63581, 5.64646)  0.3871
H (1.39028, -3.18056, 3.71307)  0.4702
H (0.44911, 1.78427, 2.89093)  0.3584
H (2.04861, 1.96149, 2.13223)  0.5609
H (0.01764, 1.71065, 0.54665)  0.4888
H (1.44293, 0.72783, 0.24084)  0.3900



DFT (ωB97M-V/def2-TZVPD) results for a single C19H19N3O4 molecule.

- highest occupied orbital energy (eV) = -7.22
- energy above the lowest of the compared OMol25 structures with the same formula, charge and spin (kcal/mol) = 81.65
- SMILES = COC(=O)c1[nH]c2cc(OC)c(OC)cc2c1/C=N/Nc1ccccc1
- charge = 0
- LUMO level (eV) = 0.116

Last column: Mulliken charge in e.
Positions of all 45 atoms, in Å:
C (1.22221, 3.26550, -4.71475)  -0.7295
O (1.04863, 2.50594, -3.52895)  -0.2802
C (2.10821, 2.49279, -2.69484)  0.3248
O (3.14099, 3.08742, -2.93499)  -0.6609
C (1.91597, 1.71288, -1.48867)  -0.3304
N (2.96852, 1.66908, -0.60402)  -0.0236
C (2.63532, 0.90489, 0.46580)  -1.2816
C (3.37317, 0.57620, 1.60316)  -0.7329
C (2.77841, -0.23173, 2.54839)  1.3334
O (3.36606, -0.63749, 3.70389)  -0.4242
C (4.67780, -0.21174, 3.97179)  -0.9457
C (1.44402, -0.71483, 2.36204)  0.7580
O (0.98599, -1.50204, 3.37713)  -0.5087
C (-0.31699, -2.01750, 3.27004)  -0.9127
C (0.72643, -0.38488, 1.23775)  -0.0506
C (1.32041, 0.43424, 0.27191)  -0.2658
C (0.86201, 0.95117, -0.97738)  0.8511
C (-0.41124, 0.73593, -1.58402)  -0.6189
N (-1.30908, 0.01141, -1.02533)  -0.0763
N (-2.47571, -0.15457, -1.63522)  -0.2928
C (-3.48945, -0.91867, -1.10274)  0.3608
C (-3.33843, -1.56673, 0.12356)  0.2286
C (-4.37052, -2.32660, 0.63459)  -0.6078
C (-5.56276, -2.45406, -0.06097)  -0.5973
C (-5.71588, -1.81175, -1.27914)  -0.5611
C (-4.69064, -1.04845, -1.80122)  -0.6437
H (0.28716, 3.19076, -5.26426)  0.2427
H (1.44176, 4.30710, -4.47061)  0.3008
H (2.04771, 2.86376, -5.30634)  0.3023
H (3.83578, 2.15202, -0.77596)  0.2150
H (4.37626, 0.95135, 1.72281)  0.4278
H (4.93891, -0.65051, 4.93340)  0.2297
H (5.38030, -0.56623, 3.20992)  0.3571
H (4.74095, 0.87938, 4.04313)  0.3566
H (-0.42333, -2.66347, 2.39192)  0.3668
H (-1.06381, -1.21760, 3.22404)  0.3675
H (-0.47481, -2.60660, 4.17217)  0.2667
H (-0.27677, -0.73018, 1.06690)  0.7629
H (-0.58981, 1.21675, -2.55020)  0.5521
H (-2.64022, 0.29672, -2.53832)  0.2452
H (-2.40753, -1.46092, 0.65524)  0.2859
H (-4.24460, -2.82484, 1.58483)  0.3621
H (-6.36720, -3.04957, 0.34277)  0.3734
H (-6.64183, -1.90619, -1.82724)  0.3582
H (-4.81237, -0.54814, -2.75201)  0.3155



DFT (ωB97M-V/def2-TZVPD) results for a single C19H19N3O4 molecule.

- highest occupied orbital energy (eV) = -7.72
- energy above the lowest of the compared OMol25 structures with the same formula, charge and spin (kcal/mol) = 57.49
- SMILES = COc1ccc(OC)c(NC(=O)Cn2nc(C)c3ccccc3c2=O)c1
- charge = 0
- LUMO level (eV) = 0.257

Last column: Mulliken charge in e.
Positions of all 45 atoms, in Å:
C (-5.82267, -2.15096, -1.06247)  -0.7919
O (-5.66938, -1.39504, 0.11359)  -0.4454
C (-4.51208, -0.69271, 0.28460)  0.5711
C (-4.41520, 0.05841, 1.45299)  -0.9908
C (-3.27784, 0.78885, 1.73589)  -0.5172
C (-2.20285, 0.79585, 0.85463)  0.5121
O (-1.00788, 1.41546, 1.07374)  -0.2527
C (-0.91296, 2.32270, 2.14212)  -1.0226
C (-2.31844, 0.07429, -0.34099)  -0.3560
N (-1.25777, 0.10231, -1.27089)  0.0806
C (-0.70364, 1.25061, -1.71559)  0.7547
O (-1.17050, 2.35488, -1.57133)  -0.6478
C (0.61247, 1.00525, -2.47996)  -1.1866
N (1.64364, 0.51791, -1.58318)  0.9794
N (2.45670, 1.45717, -1.10728)  -1.0970
C (3.39967, 1.16787, -0.27720)  0.6791
C (4.24380, 2.30664, 0.19505)  -1.4858
C (3.63154, -0.18475, 0.16015)  0.7112
C (4.65012, -0.56173, 1.04523)  -0.7146
C (4.80587, -1.88120, 1.40169)  -0.5599
C (3.95599, -2.86232, 0.89114)  -0.5425
C (2.94793, -2.51467, 0.02289)  -0.5167
C (2.77735, -1.17940, -0.35053)  -0.0474
C (1.69764, -0.81547, -1.26057)  0.6356
O (0.88171, -1.60786, -1.72501)  -0.8258
C (-3.45299, -0.67393, -0.61459)  -0.0891
H (-5.78808, -1.51780, -1.95495)  0.3190
H (-6.80530, -2.61440, -0.98848)  0.2324
H (-5.05986, -2.93258, -1.14115)  0.3161
H (-5.24669, 0.05225, 2.13910)  0.4298
H (-3.23335, 1.34549, 2.65819)  0.4172
H (0.07210, 2.77827, 2.05166)  0.2157
H (-0.99056, 1.81513, 3.11052)  0.3600
H (-1.67785, 3.10135, 2.07330)  0.4065
H (-0.80431, -0.77626, -1.51525)  0.3396
H (0.95600, 1.95220, -2.89593)  0.4242
H (0.45454, 0.26285, -3.26643)  0.3945
H (5.28464, 2.15284, -0.08525)  0.3558
H (3.88294, 3.22465, -0.25850)  0.3942
H (4.18767, 2.39673, 1.27857)  0.3366
H (5.31386, 0.18842, 1.44609)  0.4292
H (5.59431, -2.16268, 2.08434)  0.4009
H (4.09217, -3.89327, 1.18093)  0.4146
H (2.27249, -3.24914, -0.38851)  0.4789
H (-3.48492, -1.22218, -1.54240)  0.5005



Computed values of F_max (unit: eV/Å) for the preceding records, in sequence: 0.7 0.7 5.6 1.3 1.2.